Record 1
Density functional theory data (wB97M-V/def2-TZVPD) for a cluster of 3 separate species, H6O3 in total.

```
! RIJCOSX wB97M-V def2-TZVPD def2/J DEFGRID3
* xyz 0 1
O 15.378 -13.261 -19.515
H 14.778 -13.085 -18.782
H 16.134 -13.695 -19.110
O 19.422 -12.557 -18.962
H 19.003 -13.421 -18.997
H 19.044 -12.123 -18.191
O 12.682 -12.033 -17.091
H 12.316 -11.309 -16.573
H 12.434 -11.835 -18.000
*
```

Values from the calculation:
**Structure (SMILES)**: O.O.O
**Frontier orbital gap**: 12.115 eV

Here are the Löwdin charges for atoms 1 to 4, given in e: number 1, O, carries -0.055; number 2, H, carries 0.019; number 3, H, carries 0.023; number 4, O, carries -0.056


Record 2
Density functional theory data (wB97M-V/def2-TZVPD) for a cluster of 3 separate species, H6O3 in total.

```
! RIJCOSX wB97M-V def2-TZVPD def2/J DEFGRID3
* xyz 0 1
O 1.228 1.730 0.410
H 0.546 1.128 0.720
H 0.690 2.398 -0.073
O -0.351 -1.602 -1.312
H 0.413 -1.068 -1.424
H -0.947 -0.963 -1.712
O -0.510 -0.185 1.065
H -0.191 -0.570 1.866
H -0.876 -0.869 0.460
*
```

Values from the calculation:
**Structure (SMILES)**: O.O.O
**Frontier orbital gap**: 11.428 eV

Here are the Löwdin charges for atoms 1 to 4, given in e: number 1, O, carries -0.094; number 2, H, carries -0.049; number 3, H, carries 0.047; number 4, O, carries -0.030


Record 3
Density functional theory data (wB97M-V/def2-TZVPD) for a cluster of 3 separate species, H6O3 in total.

```
! RIJCOSX wB97M-V def2-TZVPD def2/J DEFGRID3
* xyz 0 1
O -2.694 -11.921 17.972
H -2.723 -11.580 17.078
H -3.163 -11.270 18.493
O -4.139 -8.610 15.042
H -4.863 -8.049 15.321
H -3.443 -8.000 14.799
O -2.819 -4.571 16.901
H -2.076 -4.787 17.465
H -3.575 -4.576 17.488
*
```

Values from the calculation:
**Structure (SMILES)**: O.O.O
**Frontier orbital gap**: 11.968 eV

Here are the Löwdin charges for atoms 1 to 4, given in e: number 1, O, carries -0.054; number 2, H, carries 0.026; number 3, H, carries 0.026; number 4, O, carries -0.055


Record 4
Density functional theory data (wB97M-V/def2-TZVPD) for a cluster of 3 separate species, H6O3 in total.

```
! RIJCOSX wB97M-V def2-TZVPD def2/J DEFGRID3
* xyz 1 2
O 0.879 -1.512 1.618
H 0.789 -1.261 0.663
H -0.241 -1.444 1.601
O -0.667 0.071 -2.171
H -1.343 -0.527 -1.811
H 0.084 0.431 -1.712
O 0.421 1.277 0.319
H -0.357 1.820 0.144
H 0.435 1.145 1.349
*
```

Values from the calculation:
**<S²>**: 0.758
**Frontier orbital gap (alpha / beta)**: 14.197 / 3.782 eV

Here are the Löwdin charges for atoms 1 to 4, given in e: number 1, O, carries 0.077; number 2, H, carries 0.056; number 3, H, carries 0.205; number 4, O, carries 0.197


Record 5
Density functional theory data (wB97M-V/def2-TZVPD) for the molecule H6O4Si2.

```
! RIJCOSX wB97M-V def2-TZVPD def2/J DEFGRID3
* xyz 0 1
O -1.231 1.234 -0.774
O -1.320 -1.671 -0.537
O -1.503 -0.155 1.482
O 0.724 -0.162 -0.223
Si 2.189 0.391 -0.006
Si -0.914 -0.138 -0.077
H -2.041 1.556 -0.522
H -1.066 -2.187 -1.352
H -2.213 -0.759 1.665
H 2.779 0.309 -1.359
H 2.486 -0.207 1.340
H 2.109 1.789 0.364
*
```

Values from the calculation:
**Structure (SMILES)**: O[Si](O)(O)O[SiH3]
**Frontier orbital gap**: 10.836 eV

Here are the Löwdin charges for atoms 1 to 4, given in e: number 1, O, carries 0.005; number 2, O, carries -0.104; number 3, O, carries -0.072; number 4, O, carries -0.368


Record 6
Density functional theory data (wB97M-V/def2-TZVPD) for a cluster of 2 separate species, H6OSi2 in total.

```
! RIJCOSX wB97M-V def2-TZVPD def2/J DEFGRID3
* xyz 0 1
O -1.336 1.079 -0.160
Si 1.756 0.117 0.029
Si -2.187 -0.186 -0.001
H 2.471 1.442 -0.279
H 1.043 -0.020 1.397
H 2.892 -0.728 -0.243
H -2.722 -0.708 -1.175
H 0.706 -0.235 -0.875
H -2.622 -0.761 1.306
*
```

Values from the calculation:
**Structure (SMILES)**: O=[SiH2].[SiH4]
**Frontier orbital gap**: 9.964 eV

Here are the Löwdin charges for atoms 1 to 4, given in e: number 1, O, carries -0.498; number 2, Si, carries 0.560; number 3, Si, carries 0.623; number 4, H, carries -0.103


Record 7
Density functional theory data (wB97M-V/def2-TZVPD) for a cluster of 2 separate species, H6P2Si2 in total.

```
! RIJCOSX wB97M-V def2-TZVPD def2/J DEFGRID3
* xyz 0 1
Si -3.450 -0.960 0.182
Si 3.325 1.033 -0.272
P 1.418 0.086 0.032
P -2.595 0.868 -0.527
H -4.942 -0.888 0.663
H -2.848 -2.187 0.723
H 4.707 0.306 -0.021
H 3.755 2.416 -0.785
H 1.747 -1.038 0.671
H -1.118 0.364 -0.665
*
```

Values from the calculation:
**Structure (SMILES)**: [SiH2]=P.[SiH2]=P
**Frontier orbital gap**: 7.698 eV

Here are the Löwdin charges for atoms 1 to 4, given in e: number 1, Si, carries 0.231; number 2, Si, carries 0.309; number 3, P, carries 0.353; number 4, P, carries 0.265


Record 8
Density functional theory data (wB97M-V/def2-TZVPD) for a cluster of 35 separate species, H70O35 in total.

```
! RIJCOSX wB97M-V def2-TZVPD def2/J DEFGRID3
* xyz 0 1
O -2.134 -3.519 -2.501
H -2.621 -3.097 -1.749
H -2.418 -4.415 -2.462
O -0.681 6.902 -2.156
H -1.433 6.833 -2.736
H 0.018 6.516 -2.674
O -4.510 3.127 -1.033
H -4.643 4.021 -1.323
H -4.139 3.194 -0.139
O 3.201 0.156 3.132
H 2.737 1.007 3.126
H 2.889 -0.324 3.936
O 3.169 0.711 -0.265
H 3.923 0.742 0.281
H 3.283 0.245 -1.159
O 0.426 0.695 -3.562
H 0.638 -0.258 -3.283
H -0.528 0.820 -3.515
O 1.872 2.597 3.079
H 2.178 3.050 2.301
H 0.930 2.435 2.900
O -1.645 4.770 -0.584
H -1.279 5.560 -1.002
H -0.930 4.552 0.039
O 5.759 0.409 1.234
H 5.347 0.572 2.074
H 6.487 0.989 1.035
O -4.476 -3.033 3.010
H -3.670 -3.131 2.552
H -4.302 -2.972 3.959
O 3.280 -0.947 -2.681
H 3.515 -0.233 -3.343
H 4.074 -1.417 -2.660
O -3.335 2.025 1.382
H -2.520 2.314 1.874
H -2.984 1.574 0.589
O 2.370 3.427 0.316
H 2.669 4.077 -0.316
H 2.681 2.489 0.062
O 0.859 -2.086 -3.242
H 0.488 -2.828 -3.745
H 1.698 -1.863 -3.591
O 0.111 -2.976 2.720
H 0.246 -2.650 3.606
H 0.903 -2.694 2.167
O 5.607 -2.302 -2.324
H 6.050 -1.817 -1.625
H 5.164 -3.090 -1.934
O -2.281 0.487 -0.637
H -1.425 0.215 -0.208
H -2.056 1.191 -1.276
O 2.781 -2.158 1.903
H 3.035 -2.225 0.991
H 2.828 -1.225 2.141
O -2.196 2.608 -2.635
H -1.830 3.312 -2.004
H -3.179 2.627 -2.473
O -2.561 3.720 -5.423
H -2.183 3.399 -4.545
H -3.560 3.722 -5.207
O 2.708 1.822 -4.199
H 1.909 1.419 -3.933
H 2.643 2.595 -3.622
O 4.531 -4.492 -0.618
H 5.145 -5.198 -0.742
H 4.895 -3.851 -0.032
O -2.220 -3.158 1.346
H -1.316 -2.997 1.715
H -2.402 -2.597 0.623
O -0.097 -4.764 -0.956
H -0.812 -4.170 -0.984
H -0.171 -5.284 -0.108
O 5.979 -2.333 0.803
H 5.626 -2.761 1.624
H 5.994 -1.429 1.087
O -1.065 6.096 -4.997
H -1.604 5.368 -5.390
H -1.268 6.784 -5.733
O -3.495 -0.445 2.970
H -3.754 0.137 2.209
H -3.995 -1.340 2.943
O -5.406 -3.464 0.058
H -6.357 -3.565 -0.209
H -5.531 -3.252 0.995
O -0.935 -0.321 3.100
H -0.398 -0.549 2.306
H -1.906 -0.493 2.947
O -0.950 2.237 2.816
H -1.035 2.622 3.718
H -0.882 1.212 3.087
O 1.707 -2.429 -0.506
H 1.701 -2.268 -1.461
H 1.255 -3.327 -0.554
O 0.942 -1.032 4.952
H 0.146 -0.652 4.497
H 1.035 -0.513 5.729
O -4.170 -1.557 5.308
H -4.029 -0.776 4.742
H -5.130 -1.679 5.492
O 0.162 -0.269 0.376
H 0.729 0.528 0.449
H 0.803 -0.969 0.141
O -3.323 -1.835 -0.724
H -3.075 -0.916 -1.025
H -4.283 -1.969 -0.637
*
```

Values from the calculation:
**Frontier orbital gap**: 10.454 eV

Here are the Löwdin charges for atoms 1 to 4, given in e: number 1, O, carries -0.065; number 2, H, carries 0.009; number 3, H, carries 0.022; number 4, O, carries -0.038


Record 9
Density functional theory data (wB97M-V/def2-TZVPD) for a cluster of 36 separate species, H72O36 in total.

```
! RIJCOSX wB97M-V def2-TZVPD def2/J DEFGRID3
* xyz 0 1
O 0.157 5.881 -1.842
H 0.250 4.909 -1.941
H 0.832 6.048 -1.172
O 3.066 0.377 -4.325
H 2.663 -0.498 -4.121
H 3.810 0.185 -4.920
O 2.199 -2.183 2.739
H 1.438 -2.802 2.782
H 2.456 -2.035 1.804
O 3.788 -3.588 -2.617
H 4.573 -3.063 -2.424
H 3.109 -3.185 -2.049
O -2.851 -4.329 -0.998
H -2.161 -5.006 -0.989
H -2.749 -3.814 -0.181
O -3.036 -4.857 2.669
H -3.091 -5.774 2.348
H -2.747 -4.369 1.883
O 3.592 0.478 -1.519
H 3.041 1.249 -1.260
H 3.892 0.697 -2.417
O 0.070 1.930 2.318
H 0.212 2.816 1.912
H 0.066 1.260 1.597
O 2.646 3.752 -2.815
H 1.848 3.607 -3.345
H 2.412 3.418 -1.934
O 2.037 0.558 3.940
H 2.243 -0.360 3.658
H 1.194 0.749 3.487
O -2.847 -0.234 0.559
H -3.349 0.608 0.568
H -1.951 0.039 0.231
O 2.222 -4.753 0.217
H 3.038 -4.227 0.280
H 2.532 -5.634 -0.029
O -2.642 2.152 -4.345
H -2.305 1.618 -3.600
H -3.387 1.622 -4.646
O 0.076 -3.722 -1.118
H 0.923 -3.996 -0.700
H -0.379 -3.181 -0.445
O 3.010 2.922 2.302
H 3.565 3.217 3.041
H 2.632 2.063 2.644
O -3.082 2.789 -0.880
H -3.340 3.108 -0.005
H -3.905 2.703 -1.399
O -1.443 -2.664 0.956
H -1.042 -2.856 1.845
H -1.952 -1.838 1.095
O -2.690 -0.520 -3.407
H -2.178 -1.264 -3.758
H -3.049 -0.859 -2.576
O -0.536 3.129 -1.186
H -1.485 3.083 -1.456
H -0.112 2.392 -1.661
O 1.983 2.476 -0.170
H 2.684 2.789 0.444
H 1.390 3.250 -0.269
O 0.172 4.821 1.061
H 0.114 5.644 1.577
H -0.583 4.862 0.445
O -1.040 -1.362 4.955
H -0.447 -0.917 5.568
H -1.854 -0.832 4.819
O 0.432 0.684 -2.508
H 0.512 1.369 -3.213
H 0.567 -0.114 -3.068
O 4.678 -2.250 4.074
H 3.766 -2.123 3.738
H 5.200 -1.750 3.428
O -4.616 -2.444 1.094
H -5.485 -2.279 1.484
H -4.320 -1.627 0.659
O 5.367 1.201 1.688
H 4.446 1.423 1.899
H 5.862 1.802 2.253
O -1.308 -3.190 -3.582
H -1.007 -3.498 -2.685
H -1.743 -3.945 -3.992
O 3.918 -1.821 0.374
H 3.731 -1.000 -0.146
H 4.878 -1.913 0.336
O 0.800 2.528 -4.588
H -0.010 2.677 -5.115
H 1.483 2.211 -5.205
O -3.542 2.722 1.751
H -4.353 3.214 1.939
H -3.036 2.771 2.597
O -5.265 1.218 -1.420
H -5.010 0.378 -1.840
H -6.232 1.157 -1.335
O 0.817 -1.515 -4.329
H 0.262 -2.294 -4.046
H 0.483 -1.288 -5.201
O -2.034 2.645 3.965
H -1.895 3.294 4.668
H -1.145 2.469 3.543
O -0.103 0.141 0.207
H 0.296 -0.749 0.238
H 0.428 0.603 -0.478
O -3.069 0.021 3.873
H -2.991 0.990 3.959
H -3.232 -0.143 2.928
O -0.210 -3.267 3.273
H -0.457 -4.140 3.617
H -0.562 -2.645 3.945
*
```

Values from the calculation:
**Frontier orbital gap**: 10.195 eV

Here are the Löwdin charges for atoms 1 to 4, given in e: number 1, O, carries -0.078; number 2, H, carries -0.002; number 3, H, carries 0.025; number 4, O, carries -0.065


Record 10
Density functional theory data (wB97M-V/def2-TZVPD) for the molecule H7NP2Si.

```
! RIJCOSX wB97M-V def2-TZVPD def2/J DEFGRID3
* xyz 0 1
N -0.797 -0.297 -0.101
Si 0.786 0.403 -0.027
P -2.130 0.383 -0.990
P 2.196 -1.055 0.962
H -1.139 -1.015 0.645
H 1.286 0.802 -1.578
H 0.889 1.540 1.047
H -1.411 0.873 -2.102
H -2.264 1.737 -0.492
H 1.495 -2.235 0.642
H 1.089 -1.137 1.994
*
```

Values from the calculation:
**Structure (SMILES)**: PN[SiH2]P
**Frontier orbital gap**: 10.175 eV

Here are the Löwdin charges for atoms 1 to 4, given in e: number 1, N, carries -0.620; number 2, Si, carries 0.140; number 3, P, carries 0.659; number 4, P, carries 0.470


Record 11
Density functional theory data (wB97M-V/def2-TZVPD) for a structure of composition H7Na3O4.

```
! RIJCOSX wB97M-V def2-TZVPD def2/J DEFGRID3
* xyz 2 1
Na -1.784 -1.080 -2.416
Na 1.954 -0.510 -1.936
Na -0.757 2.561 -1.945
O -0.533 0.451 -0.996
H 0.077 -0.246 -0.750
O -1.570 0.470 1.612
H -2.502 0.714 1.635
H -1.250 0.530 0.685
O 1.545 1.314 1.059
H 0.910 1.163 0.350
H 1.002 1.254 1.861
O 1.022 -1.966 -0.032
H 0.196 -2.365 0.277
H 1.689 -2.289 0.595
*
```

Values from the calculation:
**Frontier orbital gap**: 8.416 eV

Here are the Löwdin charges for atoms 1 to 4, given in e: number 1, Na, carries 0.855; number 2, Na, carries 0.825; number 3, Na, carries 0.848; number 4, O, carries -0.449


Record 12
Density functional theory data (wB97M-V/def2-TZVPD) for a cluster of 40 separate species, H80O40 in total.

```
! RIJCOSX wB97M-V def2-TZVPD def2/J DEFGRID3
* xyz -1 2
H 2.459 5.909 0.179
H 1.189 6.259 0.836
O 1.833 6.693 0.209
H 3.593 1.188 -4.383
H 3.979 2.672 -3.922
O 3.868 2.094 -4.629
H -4.238 0.904 -0.340
H -4.034 2.307 0.115
O -4.259 1.461 0.578
H -2.282 2.500 3.816
H -1.351 2.765 2.398
O -1.979 2.236 2.900
H -0.884 -0.176 -4.975
H -1.765 0.648 -3.964
O -0.961 0.175 -4.082
H -0.542 1.953 -5.042
O 0.188 2.529 -5.353
H 1.584 -1.349 3.249
O 1.524 -0.513 2.841
H 2.694 -2.704 5.766
H 1.790 -1.629 6.102
O 2.574 -1.772 5.602
H 3.895 1.606 3.958
H 4.756 2.851 3.996
O 3.881 2.594 3.737
H -0.418 -2.693 1.647
H -0.075 -4.135 1.149
O 0.280 -3.244 1.502
H 3.766 -3.697 -0.199
H 4.071 -5.223 -0.705
O 3.360 -4.544 -0.495
H 1.291 2.033 2.299
O 0.805 2.764 2.726
H 1.033 -3.799 3.838
H 1.440 -4.477 4.949
O 1.842 -3.888 4.311
H -3.573 2.351 -2.916
H -2.422 1.573 -3.446
O -3.304 1.440 -3.157
H 3.466 0.936 0.620
H 2.450 0.706 1.867
O 2.539 0.847 0.897
H 3.823 2.535 1.769
H 4.064 3.007 0.362
O 4.475 2.418 1.058
H -4.361 -4.595 -0.934
H -3.666 -3.388 -1.834
O -4.326 -3.649 -1.196
H 2.942 0.902 -1.089
H 3.020 1.761 -2.369
O 3.513 1.474 -1.580
H -4.865 -2.848 0.320
O -5.030 -2.763 1.261
H 5.395 -1.388 0.045
H 5.067 -0.637 -1.368
O 4.798 -0.963 -0.561
H -4.351 4.513 0.235
O -3.572 4.806 -0.228
H -2.470 -5.103 0.254
H -1.964 -3.491 0.205
O -1.809 -4.441 0.376
H -0.429 1.264 0.193
H -0.481 1.113 -1.333
O -1.000 1.382 -0.549
H -6.172 -0.390 -2.942
H -5.939 -1.526 -1.872
O -5.497 -0.928 -2.435
H -3.787 -1.151 -2.406
H -2.529 -0.859 -1.325
O -3.252 -1.386 -1.643
H 3.555 -2.409 2.028
H 4.852 -3.294 2.285
O 4.556 -2.367 2.122
H 0.332 -2.381 -2.803
H 1.038 -3.400 -1.749
O 0.798 -3.190 -2.648
H -1.653 -1.208 1.909
H -1.946 0.056 2.573
O -1.717 -0.850 2.757
H -0.468 0.325 5.431
H 1.026 0.422 5.888
O 0.428 0.209 5.162
H 3.856 -0.252 2.430
H 4.947 -0.188 3.632
O 4.038 0.026 3.362
H 1.334 -1.386 -0.254
H 2.609 -1.433 -1.344
O 1.692 -1.524 -1.180
H -1.383 -4.154 3.689
O -1.328 -4.100 4.714
H 0.136 -5.462 -2.523
H 1.195 -5.612 -3.547
O 0.212 -5.631 -3.497
H -5.104 -1.807 1.510
H 0.615 2.876 -4.585
H -2.794 4.757 0.400
H 1.908 0.011 3.605
H 0.351 2.418 3.490
H -2.247 -4.062 5.038
O -3.950 0.820 4.601
H -3.926 1.650 4.145
H -3.584 0.156 4.008
O -6.221 1.683 -1.009
H -5.747 2.382 -1.437
H -5.794 1.196 -0.288
O 0.266 -2.286 -5.865
H 0.776 -2.595 -5.106
H 0.162 -3.074 -6.343
O 1.922 5.099 -2.262
H 2.328 5.938 -2.020
H 1.048 4.952 -2.513
O -1.614 4.425 -2.605
H -1.408 3.667 -2.080
H -2.407 4.916 -2.236
O 3.844 3.989 -1.076
H 3.145 3.871 -1.706
H 4.660 3.688 -1.404
O -3.312 -0.965 -5.068
H -3.100 -0.509 -4.242
H -4.082 -0.480 -5.357
*
```

Values from the calculation:
**<S²>**: 0.751
**Frontier orbital gap (alpha / beta)**: 1.936 / 9.275 eV

Here are the Löwdin charges for atoms 1 to 4, given in e: number 1, H, carries 0.044; number 2, H, carries 0.058; number 3, O, carries -0.113; number 4, H, carries 0.057


Energy above the lowest of the compared OMol25 structures with the same formula, charge and spin, record by record: 14.24; 10.80; 13.54; 48.33; 0.00; 71.02; 66.21; 29.66; 27.12; 1.01; 0.00; 134.30 kcal/mol
Strongest force on any atom, record by record: 0.00255; 0.03898; 0.00572; 0.11807; 0.09003; 0.04809; 0.06667; 0.07817; 0.02640; 0.05689; 0.03879; 0.10316 Eh/bohr